*w*
9
Properties=species:S:1:pos:R:3:mulliken_charge:R:1 method="wB97M-V/def2-TZVPD" smiles="O=[N+]([O-])O.C#C" lumo_energy_ev=0.75 homo_lumo_gap_ha=0.4493
O 1.25 0.17 3.76 -0.498
N 1.09 0.61 2.70 1.037
O 1.59 1.53 2.13 -0.498
O 0.05 -0.21 2.01 -0.472
H 0.01 -0.03 0.95 0.359
C -0.17 -0.76 -0.75 -0.382
C -0.03 0.42 -0.93 -0.329
H -0.10 -1.82 -0.63 0.378
H 0.16 1.46 -1.03 0.405

***

*x*
9
Properties=species:S:1:pos:R:3:mulliken_charge:R:1 method="wB97M-V/def2-TZVPD" smiles="CC(=O)[N+](=O)[O-]" lumo_energy_ev=-0.58 homo_lumo_gap_ha=0.3689
C 0.61 0.80 -0.84 -0.883
C 0.24 -0.14 0.73 0.386
O 0.53 0.18 1.85 -0.399
N -0.84 -1.04 0.44 0.932
O -1.88 -0.39 0.50 -0.482
O -0.61 -2.23 0.26 -0.525
H 1.19 1.60 -0.35 0.268
H -0.33 1.11 -1.13 0.346
H 1.08 0.12 -1.45 0.358

***

*y*
9
Properties=species:S:1:pos:R:3:mulliken_charge:R:1 method="wB97M-V/def2-TZVPD" smiles="O=C1NOCO1" lumo_energy_ev=0.68 homo_lumo_gap_ha=0.4062
O -2.31 -0.12 -0.06 -0.494
C -1.12 -0.10 0.02 0.538
N -0.42 1.19 0.23 -0.259
O 0.89 0.75 -0.26 -0.266
C 0.99 -0.55 0.12 -0.006
O -0.28 -1.12 -0.16 -0.270
H -0.73 1.79 -0.57 0.301
H 1.78 -1.04 -0.51 0.210
H 1.19 -0.79 1.19 0.247

***

*z*
9
Properties=species:S:1:pos:R:3:mulliken_charge:R:1 method="wB97M-V/def2-TZVPD" smiles="O=CC(=O)NO" lumo_energy_ev=-0.81 homo_lumo_gap_ha=0.3399
O 2.32 -0.71 0.12 -0.431
C 1.60 0.24 0.00 0.078
C 0.12 0.37 0.11 0.569
O -0.39 1.50 0.16 -0.597
N -0.70 -0.80 0.23 -0.155
O -2.08 -0.63 0.00 -0.388
H 1.86 1.29 -0.28 0.292
H -0.47 -1.63 -0.33 0.274
H -2.24 0.37 -0.01 0.356

***

Here are the energies relative to the best structure, in kJ/mol: *w* 439.9; *x* 262.2; *y* 0.0; *z* 41.8.

***

*w*
9
Properties=species:S:1:pos:R:3:mulliken_charge:R:1 method="wB97M-V/def2-TZVPD" smiles="O=CNOC=O" lumo_energy_ev=0.63 homo_lumo_gap_ha=0.3960
O 2.22 -0.65 -0.01 -0.483
C 1.56 0.33 0.08 -0.022
N 0.29 0.48 -0.14 -0.056
O -0.26 -0.72 -0.16 -0.142
C -1.62 -0.73 0.03 0.263
O -2.16 0.40 -0.01 -0.545
H 2.02 1.21 -0.12 0.361
H -0.06 1.41 0.13 0.278
H -1.99 -1.74 0.20 0.346

***

*x*
9
Properties=species:S:1:pos:R:3:mulliken_charge:R:1 method="wB97M-V/def2-TZVPD" smiles="O=CNC(=O)O" lumo_energy_ev=0.29 homo_lumo_gap_ha=0.3932
O -2.25 -0.50 0.41 -0.360
C -1.48 0.26 -0.10 0.079
N -0.03 0.66 0.35 -0.261
C 0.69 -0.41 0.06 0.659
O 0.12 -1.46 -0.28 -0.610
O 2.01 -0.20 -0.03 -0.463
H -1.86 1.19 -0.56 0.332
H 0.41 1.56 0.27 0.273
H 2.39 -1.10 -0.11 0.350

***

Here are the energies relative to the best structure, in kJ/mol: *w* 212.1; *x* 0.0.

***

*w*
9
Properties=species:S:1:pos:R:3:mulliken_charge:R:1 method="wB97M-V/def2-TZVPD" smiles="C=C=O.O=NO" lumo_energy_ev=-0.10 homo_lumo_gap_ha=0.3357
C 0.02 0.62 -0.36 -1.158
C 0.58 1.69 0.07 0.948
O 1.11 2.64 0.38 -0.313
H -0.79 0.06 0.15 0.269
H 0.55 0.10 -1.18 0.333
O 3.42 0.05 -0.44 -0.342
N 2.35 -0.49 -0.38 0.220
O 2.10 -1.14 0.85 -0.350
H 1.39 -1.81 0.58 0.394

***

*x*
9
Properties=species:S:1:pos:R:3:mulliken_charge:R:1 method="wB97M-V/def2-TZVPD" smiles="O=CNC(=O)O" lumo_energy_ev=0.50 homo_lumo_gap_ha=0.4259
O -0.99 1.54 -0.82 -0.562
C -0.66 1.41 0.33 0.132
N -0.03 0.30 0.87 -0.087
C 0.43 -0.81 0.13 0.510
O 0.78 -1.81 0.66 -0.518
O 0.52 -0.71 -1.20 -0.454
H -0.92 2.24 1.00 0.366
H 0.34 0.32 1.82 0.241
H 0.22 0.13 -1.58 0.373

***

Here are the energies relative to the best structure, in kJ/mol: *w* 498.3; *x* 0.0.

***

*w*
10
Properties=species:S:1:pos:R:3:mulliken_charge:R:1 method="wB97M-V/def2-TZVPD" charge=-1 lumo_energy_ev=4.81 homo_lumo_gap_ha=0.2928
N -0.72 0.41 -1.71 -0.724
C -0.49 1.03 -0.34 -0.345
O -0.47 0.20 0.69 -0.886
H -1.72 0.34 -1.84 0.236
H -0.39 -0.54 -1.55 0.284
H -1.32 1.80 -0.31 0.262
H 0.36 1.75 -0.47 0.204
H 0.60 -0.96 0.94 0.440
H 2.01 -0.92 0.75 0.272
O 1.42 -1.47 1.30 -0.742

***

*x*
10
Properties=species:S:1:pos:R:3:mulliken_charge:R:1 method="wB97M-V/def2-TZVPD" charge=-1 lumo_energy_ev=4.69 homo_lumo_gap_ha=0.2414
O 0.28 0.99 -2.78 -0.785
H 0.92 1.64 -2.47 0.308
N 0.31 0.32 0.15 -0.827
C 0.29 -0.56 1.23 -0.068
O -1.06 -1.06 1.64 -0.629
H 0.09 0.54 -1.93 0.399
H -0.61 0.25 -0.28 0.081
H 0.81 -1.53 1.10 0.126
H 0.66 -0.11 2.17 0.104
H -1.68 -0.48 1.17 0.292

***

*y*
10
Properties=species:S:1:pos:R:3:mulliken_charge:R:1 method="wB97M-V/def2-TZVPD" charge=-1 lumo_energy_ev=4.71 homo_lumo_gap_ha=0.2622
O 2.20 0.12 2.18 -0.701
H 1.56 0.85 2.20 0.316
N -0.71 0.89 -1.06 -0.658
C -0.85 -0.62 -0.47 -0.440
O 0.14 -1.30 0.00 -0.751
H -1.34 1.00 -1.78 0.202
H 0.30 1.02 -1.49 0.181
H -1.53 -1.18 -1.16 0.218
H -1.67 -0.49 0.22 0.275
H 1.89 -0.28 1.34 0.358

***

Here are the energies relative to the best structure, in kJ/mol: *w* 0.0; *x* 101.3; *y* 95.1.

***

*w*
20
Properties=species:S:1:pos:R:3:mulliken_charge:R:1 method="wB97M-V/def2-TZVPD" lumo_energy_ev="-0.80 / -0.80" homo_lumo_gap_ha="0.3126 / 0.3126"
C 3.11 -0.67 -0.01 -0.387
C 2.35 -1.15 1.10 -0.506
C 2.45 -0.15 -1.15 -0.511
C 0.94 -0.98 1.11 -0.465
C 1.10 -0.02 -1.08 -0.014
C 0.38 -0.27 0.05 -0.018
C -1.98 -0.40 0.03 0.144
C -2.71 0.86 0.01 0.656
C -1.82 2.03 -0.20 -0.692
O -3.92 0.82 0.14 -0.542
P -2.50 -1.90 0.37 -0.057
H 4.12 -0.97 0.04 0.351
H 2.84 -1.74 1.83 0.401
H 3.01 0.16 -2.11 0.279
H 0.35 -1.31 1.93 0.413
H 0.54 0.49 -1.84 0.381
H -0.96 1.54 -0.74 -0.058
H -2.24 2.99 -0.63 0.349
H -1.28 2.29 0.70 0.281
H -3.78 -1.61 0.46 -0.004

***

*x*
20
Properties=species:S:1:pos:R:3:mulliken_charge:R:1 method="wB97M-V/def2-TZVPD" smiles="C=C[C@@H](P=O)c1ccccc1" lumo_energy_ev=-0.86 homo_lumo_gap_ha=0.2770
C -0.40 2.81 1.44 -0.792
C -0.99 1.79 0.82 -0.315
C -0.67 0.37 1.14 -0.497
P -2.53 -0.37 1.74 0.432
O -2.35 -0.42 3.19 -0.412
C -0.21 -0.53 0.04 0.778
C 0.96 -1.34 0.30 -0.580
C 1.39 -2.23 -0.68 -0.446
C 0.65 -2.41 -1.88 -0.599
C -0.44 -1.61 -2.08 -0.395
C -0.84 -0.64 -1.16 -0.138
H -0.66 3.95 1.35 0.204
H 0.41 2.65 2.01 0.326
H -1.72 1.98 0.09 0.297
H 0.00 0.32 1.94 0.584
H 1.45 -1.27 1.26 0.318
H 2.33 -2.78 -0.59 0.342
H 0.98 -3.00 -2.64 0.473
H -0.90 -1.74 -3.20 0.164
H -1.47 0.21 -1.42 0.257

***

Here are the energies relative to the best structure, in kJ/mol: *w* 324.6; *x* 0.0.

***

*w*
14
Properties=species:S:1:pos:R:3:mulliken_charge:R:1 method="wB97M-V/def2-TZVPD" charge=+1 lumo_energy_ev="-5.09 / -5.07" homo_lumo_gap_ha="0.2666 / 0.2674"
C -0.51 -0.15 1.04 0.256
C -1.65 -0.63 0.35 -0.361
C 1.69 0.94 1.22 -0.762
C 1.65 -0.82 -1.50 -0.060
N 0.51 0.41 1.23 0.107
N -1.78 0.22 -0.86 -0.521
S 2.76 -0.05 -0.75 0.075
H -1.35 -1.68 0.00 0.283
H -2.53 -0.58 0.91 0.361
H 1.82 1.93 0.81 0.415
H 2.38 0.67 2.02 0.385
H 1.42 -1.40 -2.34 0.391
H -2.44 -0.07 -1.50 0.201
H -1.96 1.21 -0.64 0.229

***

*x*
14
Properties=species:S:1:pos:R:3:mulliken_charge:R:1 method="wB97M-V/def2-TZVPD" charge=+1 lumo_energy_ev=-6.43 homo_lumo_gap_ha=0.2624
C -1.33 4.11 -0.10 -0.268
C -0.56 -0.48 0.41 0.084
C 0.98 -2.44 0.41 0.267
C 1.56 -2.96 -0.84 -0.901
N -1.46 2.96 0.36 -0.428
N 0.15 -1.38 0.33 0.113
S 1.22 -3.00 1.94 -0.043
H -1.79 5.01 0.30 0.223
H -0.71 4.25 -0.99 0.240
H -1.11 0.43 0.46 0.537
H 0.96 -3.81 -1.20 0.297
H 1.59 -2.22 -1.63 0.345
H 2.56 -3.35 -0.65 0.319
H -2.04 2.87 1.19 0.214

***

Here are the energies relative to the best structure, in kJ/mol: *w* 178.4; *x* 0.0.